ORCA calculation (ωB97M-V with the def2-TZVPD basis set) on a molecular structure, C29H25F3NO10S5SbZr.

Each line ends with the Mulliken charge.
CARTESIAN COORDINATES (ANGSTROEM)
Zr (0.034, -0.972, 2.293)  0.51
O (6.329, -0.559, 2.920)  -0.56
C (4.966, -0.595, 2.916)  1.19
C (4.255, -1.602, 3.564)  -0.62
C (2.881, -1.563, 3.494)  -0.37
N (2.239, -0.614, 2.835)  0.40
C (2.909, 0.342, 2.215)  0.16
C (4.286, 0.396, 2.217)  -0.84
C (2.000, 1.240, 1.397)  -0.05
O (2.484, 2.113, 0.687)  -0.79
O (0.764, 0.922, 1.496)  -0.07
C (1.952, -2.634, 4.036)  0.40
O (2.399, -3.580, 4.658)  -0.79
O (0.725, -2.414, 3.708)  -0.27
H (6.651, -1.321, 3.412)  0.29
H (4.733, -2.416, 4.096)  0.40
H (4.803, 1.172, 1.670)  0.57
S (0.252, 0.425, 4.675)  -0.20
S (-1.334, -0.392, 5.607)  -0.17
S (-2.997, 0.148, 4.307)  -0.22
S (-2.062, 0.635, 2.573)  -0.24
O (0.516, -2.662, -1.420)  -0.69
S (0.312, -2.435, -0.014)  1.20
O (0.010, -3.617, 0.787)  -0.70
O (-0.804, -1.400, 0.254)  -0.27
O (1.473, -1.719, 0.668)  -0.40
C (-2.344, -3.917, 4.707)  -1.15
C (-1.609, -3.932, 3.384)  -0.26
O (-1.905, -2.721, 2.650)  0.49
C (-2.919, -3.048, 1.674)  -0.70
C (-3.730, -1.889, 1.151)  -0.86
H (-2.146, -4.844, 5.253)  0.40
H (-3.422, -3.820, 4.559)  0.29
H (-2.004, -3.072, 5.304)  0.11
H (-1.904, -4.784, 2.768)  0.50
H (-0.539, -3.989, 3.526)  0.14
H (-3.610, -3.740, 2.169)  0.62
H (-2.420, -3.579, 0.859)  0.27
H (-4.243, -1.373, 1.960)  0.31
H (-4.473, -2.302, 0.459)  0.47
H (-3.112, -1.177, 0.616)  -0.17
F (3.269, 6.089, -4.469)  -0.37
C (2.707, 4.972, -3.925)  0.45
C (1.685, 4.347, -4.607)  -0.78
C (1.115, 3.212, -4.042)  0.10
C (1.556, 2.706, -2.820)  -0.45
C (2.600, 3.369, -2.169)  -0.41
C (3.181, 4.509, -2.717)  -0.71
Sb (0.701, 0.960, -1.840)  1.03
C (-0.118, 0.238, -3.719)  -0.22
C (0.752, -0.424, -4.585)  -0.46
C (0.323, -0.938, -5.800)  -0.67
C (-1.007, -0.793, -6.134)  0.43
F (-1.445, -1.300, -7.321)  -0.36
C (-1.909, -0.161, -5.309)  -0.73
C (-1.451, 0.356, -4.100)  0.08
C (-1.106, 1.981, -1.297)  0.56
C (-1.243, 3.365, -1.381)  -0.50
C (-2.428, 3.987, -1.010)  -0.74
C (-3.467, 3.204, -0.551)  0.43
F (-4.631, 3.813, -0.198)  -0.38
C (-3.364, 1.837, -0.428)  -0.58
C (-2.171, 1.232, -0.800)  -0.47
H (1.346, 4.748, -5.554)  0.42
H (0.309, 2.714, -4.569)  0.37
H (2.944, 3.003, -1.210)  0.43
H (3.984, 5.035, -2.217)  0.45
H (1.791, -0.559, -4.302)  0.37
H (0.995, -1.457, -6.472)  0.41
H (-2.946, -0.078, -5.607)  0.43
H (-2.156, 0.862, -3.450)  0.32
H (-0.424, 3.974, -1.742)  0.37
H (-2.548, 5.062, -1.065)  0.40
H (-4.180, 1.263, -0.009)  0.41
H (-2.058, 0.159, -0.673)  0.03

Results
* DFT total energy: -4505.4875 a.u.
* total charge: -2
* lowest unoccupied orbital energy: 3.87 eV
* energy relative to the best compared isomer or geometry (same formula, charge and spin): 98.6 kJ/mol
* HOMO: -0.0563 Ha
* HOMO-LUMO gap: 5.40 eV